The following is a DFT calculation (ωB97M-V/def2-TZVPD) of 8 unconnected molecules or ions with the total composition C27H41ClNO15.

Properties
E_tot = -73377.7165 eV
E_HOMO (alpha / beta) = -9.25 / -9.25 eV
LUMO level (alpha / beta) = -1.0 / -5.2 eV
2S+1 = 2
Maximum force = 5.6 eV/Å
Gap between HOMO and LUMO (alpha / beta) = 8.228 / 4.073 eV

Positions of all 85 atoms, in Å:
Cl -18.5260 19.2730 15.0241
O -18.6714 18.8594 16.3738
O -17.3840 18.7560 14.3826
O -19.6822 18.8126 14.2847
O -18.5790 20.7561 15.0085
O -23.4258 20.4959 15.9240
C -22.7612 20.7322 14.8916
O -22.7389 19.9250 13.8701
C -22.0650 20.4818 12.7361
C -21.8062 22.0196 13.1418
C -21.9234 22.0206 14.6630
H -22.6522 20.4923 11.8178
H -21.0830 20.0588 12.5245
H -22.5643 22.6835 12.7263
H -20.8457 22.3878 12.7813
H -22.5330 22.8546 15.0109
H -20.9767 21.9470 15.1982
O -15.6405 21.5232 19.0217
C -14.9724 20.7415 18.3513
O -14.1542 19.8418 18.9402
C -13.5580 19.0841 17.9321
C -13.6237 19.9481 16.6512
C -14.9845 20.6360 16.8568
H -14.1143 18.1658 17.7437
H -12.5216 18.8746 18.1964
H -13.5091 19.2771 15.7999
H -12.7254 20.5656 16.6523
H -15.8272 20.1112 16.4067
H -15.0080 21.6984 16.6141
O -17.0077 25.7427 19.1815
C -17.1145 25.2833 18.0316
O -18.3579 25.1987 17.5014
C -18.3110 24.5169 16.2266
C -16.9736 23.8461 16.1815
C -16.0596 24.5875 17.1935
H -18.3735 25.1147 15.3173
H -19.0790 23.7452 16.1758
H -16.5143 23.9115 15.1952
H -17.2829 22.8224 16.3922
H -15.4400 25.3434 16.7111
H -15.4900 23.9214 17.8417
O -22.6591 17.9951 16.9862
C -22.6327 16.9549 16.3627
O -23.6922 16.1547 16.4854
C -23.5328 15.0063 15.8180
C -22.0611 14.9396 15.4145
C -21.5608 16.3569 15.4243
H -24.1170 14.9620 14.8988
H -23.8189 14.1939 16.4861
H -21.9568 14.4679 14.4374
H -21.4600 14.4025 16.1482
H -21.5842 16.8092 14.4328
H -20.6182 16.4922 15.9546
O -17.7021 19.0340 10.4643
C -17.6609 20.1180 11.0190
O -16.5833 20.4911 11.6765
C -16.6208 21.8546 12.0004
C -17.7802 22.4541 11.1384
C -18.6366 21.2291 10.9260
H -15.6870 22.3177 11.6816
H -16.7597 21.8801 13.0813
H -17.4256 22.9226 10.2204
H -18.2568 23.2444 11.7183
H -19.3082 21.1989 10.0680
H -19.3389 21.0076 11.7296
N -18.7216 15.7261 13.9858
C -18.3220 15.2336 15.1841
C -18.6506 13.9118 15.2126
C -19.2902 13.5761 14.0636
C -19.3316 14.7580 13.2604
H -18.5324 16.6918 13.7583
H -17.7555 15.8586 15.8584
H -18.4737 13.3240 16.1012
H -19.6282 12.5852 13.7986
H -19.6261 14.8512 12.2256
C -19.7545 16.3740 9.4903
C -21.0930 16.7440 10.0860
O -22.0887 16.0817 9.8576
C -21.1886 17.9400 11.0385
H -18.9723 17.1083 9.2975
H -19.8806 15.6786 8.6605
H -19.2007 15.9554 10.3306
H -21.1532 18.8780 10.4844
H -20.4296 17.8540 11.8160
H -22.0938 18.0344 11.6383

=====

The following is a DFT calculation (ωB97M-V/def2-TZVPD) of a molecular structure, C27H41N3O15.

Properties
E_tot = -63821.4932 eV
E_HOMO = -8.00 eV
LUMO level = 0.1 eV
2S+1 = 1
Maximum force = 15.3 eV/Å
Energy relative to the best compared isomer or geometry (same formula, charge and spin) = 24.753 eV
Gap between HOMO and LUMO = 8.115 eV

Positions of all 86 atoms, in Å:
C -0.5031 3.1209 0.6679
C 0.4092 3.4027 1.8820
O 0.1523 4.7745 2.1137
C -0.6984 5.3728 1.2671
O -1.2493 6.4270 1.4646
O -1.0956 4.3887 0.3668
H -1.2001 2.3055 0.8616
H 0.1934 2.7400 -0.0790
H 1.4037 3.1399 1.5214
H 0.1288 2.7329 2.6949
C 0.5233 -4.9079 -1.4365
C 0.7517 -4.9568 0.0673
O 0.3671 -3.6946 0.3811
C 0.4436 -2.8487 -0.6996
O 0.4950 -1.5950 -0.5173
O 0.5313 -3.5829 -1.7571
H -0.4389 -5.2684 -1.8001
H 1.3155 -5.4837 -1.9150
H 1.7903 -5.1692 0.3210
H 0.1326 -5.7202 0.5385
C -1.8872 0.2847 3.1295
C -2.4862 -0.4622 4.1501
O -3.8294 -0.8494 3.7723
C -3.8732 -0.5478 2.4740
O -4.8147 -0.8369 1.7205
O -2.8513 0.2799 2.1156
H -0.9684 -0.1471 2.7326
H -1.5273 1.2707 3.4233
H -2.5689 0.1095 5.0744
H -1.8048 -1.3040 4.2730
C -2.3798 1.3409 -4.4801
C -1.0168 1.1330 -5.1462
O -0.1352 1.4744 -4.0778
C -0.7432 1.3428 -2.8663
O -0.1742 1.3110 -1.7917
O -2.0834 1.2004 -3.1356
H -3.1333 0.5778 -4.6750
H -2.5782 2.3987 -4.6526
H -1.0399 1.7650 -6.0341
H -0.7603 0.0878 -5.3188
C 2.1330 -0.2937 -0.1641
C 1.2906 0.7689 -0.8319
O 0.2353 0.9585 0.0861
C 0.6431 0.5526 1.2693
O -0.0142 0.7984 2.2532
O 1.9022 0.0463 1.1223
H 3.1619 -0.1418 -0.4902
H 1.8150 -1.3181 -0.3578
H 0.8151 0.4475 -1.7586
H 1.9380 1.6351 -0.9686
C 3.2798 0.4037 5.1377
C 1.9750 0.4567 4.2943
C 1.8592 1.6670 3.3740
C 1.4817 2.9167 4.0799
N 1.2733 3.9264 4.5497
H 3.3778 -0.3869 5.8816
H 3.7276 1.3401 5.4705
H 4.0146 0.1310 4.3802
H 1.1694 0.3753 5.0240
H 2.0169 -0.4228 3.6517
H 1.0596 1.5570 2.6414
H 2.7484 1.9882 2.8315
C -3.1323 -1.1729 0.3944
C -2.7859 -0.2081 -0.8147
C -1.4908 -0.7360 -1.5813
C -1.5613 -2.1523 -1.9042
N -1.6039 -3.2571 -2.1245
H -3.1148 -2.2474 0.2122
H -4.0823 -0.8894 0.8473
H -2.4252 -0.9538 1.1945
H -2.7143 0.8291 -0.4874
H -3.5926 -0.2025 -1.5477
H -0.5693 -0.3449 -1.1500
H -1.3866 -0.4150 -2.6178
C 1.8137 0.5727 -3.1638
C 1.2334 -0.8597 -3.2079
C 2.1536 -2.0403 -3.6431
C 3.1872 -2.4675 -2.6949
N 3.9259 -2.8031 -1.9018
H 2.0670 0.9189 -4.1658
H 2.7454 0.5692 -2.5980
H 1.1917 1.3586 -2.7353
H 0.3041 -0.7600 -3.7688
H 0.8066 -1.0295 -2.2194
H 2.7664 -1.8061 -4.5136
H 1.5639 -2.9156 -3.9154

=====

Q: Which of these has the lowest E_tot?
A: C27H41ClNO15